# 1
# C32H24F3IN2NiO2Sb

A molecular structure, C32H24F3IN2NiO2Sb in a non-equilibrium geometry (ωB97M-V/def2-TZVPD, OMol25).

Properties
E_HOMO (alpha / beta) ... -0.39280 / -0.39203 hartree
Charge ... +1
LUMO energy (alpha / beta) ... -4.3 / -4.3 eV
E ... -3839.402112 a.u.

Last column: Löwdin charge in e.
Atoms and positions in Å:
I: 3.233 1.072 0.417  1.23
Sb: 0.338 -1.624 0.353  1.60
Ni: 0.755 0.953 0.297  0.12
F: 5.919 -4.438 0.396  0.09
F: -2.315 -4.241 -4.646  0.09
F: -2.281 -4.486 5.240  0.09
O: -1.171 1.067 0.422  -0.17
O: -1.245 5.386 -2.643  -0.06
N: 0.691 3.067 0.091  0.03
N: -4.205 2.183 -0.976  0.12
C: -1.981 1.836 -0.176  -0.28
C: 1.801 5.200 0.460  -0.01
C: -1.260 -4.515 -2.567  0.02
C: -1.628 3.129 -0.684  -0.06
C: -0.603 -2.605 2.027  -0.34
C: 1.854 3.807 0.311  -0.31
C: 2.646 -3.428 -0.720  -0.11
C: -2.363 5.329 -1.775  -0.20
C: 2.938 5.946 0.696  -0.05
C: 4.175 5.328 0.792  -0.06
C: 4.258 3.948 0.687  -0.13
C: 3.108 3.213 0.477  -0.52
C: -3.731 0.010 -0.050  -0.01
C: -0.614 -2.560 -1.334  -0.37
C: 4.713 -3.859 0.388  -0.27
C: -1.732 -3.389 1.852  -0.11
C: -1.119 -1.750 -2.342  -0.13
C: -0.684 -3.942 -1.447  -0.13
C: -3.906 3.407 -1.385  -0.09
C: -1.731 -3.868 4.188  -0.27
C: -0.061 -2.430 3.292  -0.12
C: -2.301 -4.034 2.936  0.01
C: -0.296 3.629 -0.543  -0.02
C: 4.332 -3.085 1.470  0.00
C: 3.888 -4.039 -0.710  0.01
C: 3.090 -2.478 1.445  -0.17
C: -1.702 -2.308 -3.466  0.01
C: 2.238 -2.665 0.363  -0.38
C: -3.340 1.396 -0.423  -0.26
C: -0.617 -3.069 4.385  0.01
C: -1.761 -3.688 -3.560  -0.26
C: -2.624 3.918 -1.299  -0.14
H: -0.286 -4.574 -0.666  0.11
H: -1.053 -0.670 -2.259  0.10
H: -3.615 -0.127 1.024  0.09
H: -4.763 -0.170 -0.335  0.09
H: 2.795 -1.859 2.283  0.08
H: 0.841 5.689 0.421  0.12
H: 4.225 -4.639 -1.539  0.13
H: -2.171 -3.508 0.872  0.10
H: 5.212 3.450 0.766  0.10
H: 5.070 5.906 0.956  0.12
H: 2.859 7.016 0.806  0.12
H: 5.003 -2.958 2.304  0.13
H: -4.727 3.986 -1.780  0.12
H: -3.082 -0.714 -0.543  0.06
H: -2.101 -1.695 -4.259  0.13
H: -1.480 5.844 -3.457  0.10
H: -1.321 -5.587 -2.680  0.13
H: -0.205 -2.951 5.376  0.13
H: -2.152 5.960 -0.895  0.13
H: -3.176 -4.655 2.824  0.13
H: 0.797 -1.788 3.441  0.09
H: -3.268 5.707 -2.258  0.13
H: 2.001 -3.557 -1.578  0.09
H: -0.108 4.570 -1.059  0.12

# 2
# C32H24N6OSn

A molecular structure, C32H24N6OSn in a non-equilibrium geometry (ωB97M-V/def2-TZVPD, OMol25).

Properties
E_HOMO (alpha / beta) ... -0.25098 / -0.25094 hartree
Energy above the lowest of the compared OMol25 structures with the same formula, charge and spin ... 56.6 kJ/mol
Charge ... 0
LUMO energy (alpha / beta) ... -3.3 / -3.3 eV
E ... -1851.780829 a.u.

Last column: Löwdin charge in e.
Atoms and positions in Å:
Sn: 0.055 0.207 -0.037  1.19
O: 1.705 -1.855 -0.533  -0.13
N: -0.743 -0.786 1.874  -0.10
N: -2.514 6.255 -0.281  0.13
N: 2.493 -3.954 -0.750  0.17
N: -5.544 3.234 -0.959  0.12
N: -1.468 1.940 0.057  0.00
N: 0.435 -3.387 -1.596  0.18
C: 0.091 -0.776 2.962  -0.35
C: -0.396 -0.495 4.248  -0.03
C: 1.471 -0.956 2.797  -0.07
C: -2.380 -1.713 -1.652  -0.08
C: -5.380 -3.719 -1.916  -0.01
C: 1.832 -0.573 5.139  -0.11
C: 0.469 -0.386 5.315  -0.09
C: -3.176 -1.238 -5.814  -0.05
C: -5.647 -5.241 -0.085  -0.05
C: -3.141 3.788 -0.324  -0.30
C: -2.229 -2.448 2.781  -0.03
C: -3.518 -4.193 -0.461  0.00
C: -3.147 -1.260 -4.435  0.01
C: -1.556 -0.991 -1.087  -0.06
C: 2.324 -0.862 3.875  -0.10
C: -4.460 3.473 -0.657  -0.26
C: -4.541 -2.475 2.130  -0.13
C: -3.377 -2.458 -3.744  -0.17
C: -3.631 -3.626 -4.480  -0.01
C: -2.235 2.805 -0.118  -0.18
C: -3.476 -3.030 2.826  -0.11
C: -3.267 -2.538 -2.309  -0.07
C: -3.618 -3.598 -5.857  -0.06
C: 1.546 -3.001 -0.934  -0.67
C: -4.314 -5.064 0.254  -0.07
C: -4.339 -1.325 1.386  -0.09
C: -4.041 -3.510 -1.563  -0.18
C: -2.005 -1.292 2.012  -0.33
C: -3.091 -0.739 1.323  -0.07
C: -6.177 -4.560 -1.168  -0.05
C: -3.390 -2.407 -6.530  -0.05
C: -2.785 5.138 -0.290  -0.25
H: -3.382 -2.394 -7.608  0.11
H: -6.272 -5.905 0.493  0.11
H: 3.396 -3.656 -0.419  0.11
H: -5.801 -3.169 -2.745  0.13
H: 0.080 -0.150 6.293  0.10
H: 3.382 -1.024 3.735  0.10
H: -1.455 -0.322 4.377  0.12
H: -3.035 -0.304 -6.336  0.11
H: -3.785 -4.560 -3.959  0.12
H: 0.236 -4.360 -1.740  0.10
H: -2.490 -4.034 -0.171  0.12
H: -5.165 -0.862 0.869  0.11
H: 1.848 -1.212 1.816  0.06
H: 2.505 -0.491 5.980  0.09
H: -2.944 0.189 0.796  0.07
H: -2.974 -0.353 -3.873  0.13
H: -0.341 -2.737 -1.580  0.04
H: -7.218 -4.678 -1.428  0.11
H: -3.791 -4.510 -6.408  0.11
H: 2.426 -4.842 -1.215  0.10
H: -5.516 -2.938 2.168  0.10
H: -3.620 -3.923 3.415  0.10
H: -3.898 -5.600 1.092  0.11
H: -1.394 -2.887 3.308  0.12

# 3
# C32H25AsBBr4F6N4O2PS2V

A molecular structure, C32H25AsBBr4F6N4O2PS2V in a non-equilibrium geometry (ωB97M-V/def2-TZVPD, OMol25).

Properties
E_HOMO (alpha / beta) ... -0.30307 / -0.30012 hartree
Spin multiplicity ... 2
Charge ... 0
LUMO energy (alpha / beta) ... -1.5 / -2.2 eV
E ... -16841.928118 a.u.
⟨S²⟩ ... 0.89

Last column: Löwdin charge in e.
Atoms and positions in Å:
Br: -3.912 -0.137 3.080  0.85
Br: 1.691 3.264 3.524  0.88
Br: -0.702 3.744 5.821  0.74
Br: -3.492 1.993 5.626  0.74
As: 2.817 -0.196 0.137  1.39
V: 0.043 0.087 0.011  0.59
S: -1.624 -0.345 -1.678  0.82
S: 0.235 -2.351 0.278  0.74
P: 0.489 2.671 -1.747  0.21
F: -0.485 2.205 -0.461  -0.21
F: 1.468 2.915 -2.968  -0.10
F: 0.131 4.186 -1.520  -0.08
F: -0.736 2.436 -2.721  -0.12
F: 1.717 2.744 -0.717  -0.13
F: 0.825 0.970 -1.837  -0.33
O: -1.393 -0.074 1.300  -0.21
O: 0.737 1.115 1.533  -0.22
N: -4.061 -0.086 -0.576  -0.12
N: -3.439 -2.173 -0.570  0.04
N: -1.474 -3.528 -1.515  -0.02
N: 0.474 -3.068 -2.357  -0.10
C: -2.149 1.766 4.332  -0.74
C: -3.046 -0.932 -0.867  -0.59
C: 4.261 2.219 0.888  -0.11
C: 4.785 1.405 3.491  -0.10
C: 3.390 -2.704 1.662  -0.12
C: -1.485 -3.912 -2.834  -0.04
C: 5.749 -1.364 -2.484  -0.02
C: -4.722 -2.106 -0.082  -0.06
C: 4.136 -3.860 1.842  -0.07
C: -0.937 2.504 4.428  -0.74
C: 4.064 0.582 2.638  -0.11
C: 4.681 -2.191 -0.320  -0.20
C: -0.277 -3.624 -3.368  -0.03
C: -0.276 -3.002 -1.241  -0.70
C: -5.115 -0.812 -0.083  -0.08
C: 3.672 -1.870 0.593  -0.33
C: 5.783 -0.407 -3.488  -0.07
C: -4.002 1.363 -0.674  -0.01
C: 4.841 -1.238 -1.440  -0.20
C: -2.354 0.881 3.294  -0.64
C: 3.969 -0.142 -1.419  -0.30
C: 0.072 2.326 3.505  -0.63
C: 3.806 0.984 1.332  -0.35
C: 1.816 -2.538 -2.498  0.00
C: -1.340 0.709 2.337  -0.37
C: -0.116 1.398 2.465  -0.37
C: 4.914 0.675 -3.460  -0.07
C: 5.420 -3.355 -0.136  -0.02
C: 5.243 2.636 3.046  -0.11
C: 4.977 3.042 1.746  -0.09
C: 4.000 0.812 -2.423  -0.08
C: 5.148 -4.180 0.945  -0.07
B: -2.706 -3.583 -0.577  -0.42
H: -2.376 -3.842 0.547  0.07
H: 6.206 -3.622 -0.831  0.11
H: -3.488 -4.376 -1.041  0.08
H: 5.726 -5.084 1.087  0.10
H: 3.319 1.651 -2.413  0.08
H: 6.492 -0.508 -4.300  0.10
H: 1.790 -1.449 -2.529  0.08
H: -5.014 1.751 -0.595  0.10
H: 6.433 -2.203 -2.518  0.11
H: 2.582 -2.473 2.346  0.10
H: -3.390 1.768 0.132  0.09
H: 2.429 -2.869 -1.663  0.08
H: 4.985 1.083 4.505  0.11
H: -5.245 -2.995 0.222  0.13
H: -3.563 1.653 -1.625  0.08
H: 3.921 -4.518 2.674  0.11
H: 3.720 -0.379 2.996  0.09
H: 2.240 -2.904 -3.430  0.10
H: -6.035 -0.346 0.223  0.12
H: 4.943 1.415 -4.249  0.11
H: 4.064 2.547 -0.123  0.09
H: 5.331 4.002 1.392  0.11
H: 5.807 3.278 3.711  0.10
H: 0.120 -3.769 -4.356  0.12
H: -2.355 -4.367 -3.273  0.12

# 4
# C32H25ClIN7O5W

A molecular structure, C32H25ClIN7O5W in a non-equilibrium geometry (ωB97M-V/def2-TZVPD, OMol25).

Properties
E_HOMO (alpha / beta) ... -0.47104 / -0.47101 hartree
Energy above the lowest of the compared OMol25 structures with the same formula, charge and spin ... 99.3 kJ/mol
Charge ... +2
LUMO energy (alpha / beta) ... -6.6 / -6.6 eV
E ... -2818.556892 a.u.

Last column: Löwdin charge in e.
Atoms and positions in Å:
W: -0.036 -0.008 0.118  1.72
I: 1.188 2.663 4.154  1.02
Cl: 5.502 4.072 0.585  0.77
O: -0.308 1.605 -3.610  0.14
O: -0.873 -0.011 -5.694  0.16
O: 0.840 0.749 1.752  -0.32
O: 0.006 1.224 -1.420  -0.20
O: -0.851 -2.198 -6.046  0.15
N: 0.801 -1.771 1.067  -0.04
N: -1.145 1.808 0.864  -0.01
N: -0.050 -1.312 -1.604  -0.06
N: -2.166 -0.310 -0.551  -0.02
N: -1.473 -0.749 1.812  -0.24
N: 2.109 0.300 -0.465  0.00
N: -0.064 -2.628 -1.982  0.08
C: 2.347 2.473 2.414  -0.59
C: -0.247 -0.616 -2.769  -0.14
C: -2.010 1.666 1.883  -0.23
C: -3.690 -0.382 -2.412  0.00
C: 3.459 3.254 2.120  -0.13
C: 1.903 1.505 1.529  -0.41
C: 4.154 3.069 0.938  -0.59
C: -2.713 -1.478 -0.115  -0.24
C: 2.437 -3.361 2.755  0.01
C: 3.760 2.067 0.012  -0.15
C: 3.923 0.737 -1.980  0.00
C: 4.404 1.770 -1.205  0.04
C: 2.611 1.297 0.326  -0.13
C: -0.251 -2.761 -3.312  0.05
C: -1.153 4.173 1.238  -0.02
C: -3.686 -2.157 -0.813  0.02
C: 0.563 -1.901 2.411  -0.23
C: 1.860 -2.494 0.597  -0.11
C: -2.507 2.752 2.589  0.00
C: -4.162 -1.624 -2.015  0.01
C: -0.712 -1.259 -5.316  -0.49
C: -0.638 -1.167 2.946  -0.11
C: -0.727 3.047 0.559  -0.08
C: 2.785 0.032 -1.587  -0.09
C: -2.710 0.247 -1.665  -0.08
C: 2.671 -3.280 1.384  -0.02
C: -2.462 0.269 2.228  -0.08
C: 1.352 -2.654 3.258  0.02
C: -0.384 -1.503 -3.862  -0.01
C: -2.071 4.028 2.270  -0.02
C: -2.172 -1.913 1.230  -0.10
C: -0.189 0.844 -2.662  -0.52
H: 2.427 -0.779 -2.211  0.12
H: -2.984 -2.259 1.883  0.15
H: 0.146 -3.372 -1.332  0.16
H: -0.672 0.689 -5.026  0.08
H: -1.473 -2.750 1.114  0.13
H: 1.109 -2.682 4.309  0.14
H: 5.259 2.354 -1.511  0.11
H: -3.221 2.594 3.385  0.13
H: 3.060 -3.962 3.395  0.13
H: -0.779 5.145 0.961  0.13
H: -0.037 3.135 -0.277  0.13
H: -0.291 -3.712 -3.806  0.16
H: -2.407 1.258 -1.907  0.13
H: 3.491 -3.812 0.927  0.12
H: -2.429 4.885 2.823  0.13
H: -4.916 -2.140 -2.584  0.13
H: -4.093 0.107 -3.284  0.13
H: -2.648 0.203 3.306  0.15
H: -3.420 0.090 1.723  0.15
H: -1.205 -1.813 3.632  0.15
H: 2.060 -2.412 -0.464  0.09
H: 3.783 4.014 2.813  0.11
H: 4.407 0.466 -2.905  0.12
H: -4.087 -3.078 -0.423  0.13
H: -0.300 -0.283 3.506  0.12